#1
This record from OMol25 describes 2 unconnected molecules or ions with the total composition C2H2O3S. The level of theory is wB97M-V/def2-TZVPD.

The value obtained for the frontier orbital gap is 9.408 eV.

Atoms and positions in Å:
S 0.4633 1.3653 -0.4421
O -0.6378 -1.1470 -1.0137
O -0.7737 1.2171 0.3326
O -2.6803 -1.0630 0.0776
C 1.5377 0.3836 0.2963
C -1.6339 -1.0338 -0.3991
H 1.1613 -0.1085 1.1353
H 2.5634 0.3863 0.0130

#2
This record from OMol25 describes 2 unconnected molecules or ions with the total composition C2H2O3S. The level of theory is wB97M-V/def2-TZVPD.

The value obtained for the frontier orbital gap is 9.156 eV.

Atoms and positions in Å:
S -1.6933 0.1262 0.0330
O -1.8902 -0.6458 -1.1913
O 1.7485 2.0060 0.0524
O -1.9180 -0.5819 1.2375
C 1.2726 0.9725 -0.0127
C 0.8961 -0.2481 -0.0811
H 0.2594 -0.7348 0.7116
H 1.3250 -0.8941 -0.7493

Most stable structure among those shown: #1. Next: +25.4 kcal/mol.